## w
Computed, not measured: C3H9N5 in the gas phase, with ωB97M-V/def2-TZVPD.

```
17
C3H9N5 | the OMol25 dataset | ωB97M-V/def2-TZVPD
C -0.51028 1.23871 0.12127
C 0.36787 -0.13756 -1.79609
N 0.60799 0.62649 -0.57923
C -1.47369 0.22183 0.68014
N -0.84096 -0.92514 1.59249
N 1.68105 0.39212 0.17663
N 2.50785 -0.42002 -0.31110
N -2.68035 -0.01852 0.62113
H -0.43560 -0.62735 2.48059
H -0.19528 -1.57024 1.13473
H 3.27905 -0.45246 0.35836
H -2.07710 -1.06852 1.47456
H -1.06660 1.88317 -0.55897
H -0.08993 1.85082 0.92049
H -0.53883 0.24091 -2.26225
H 1.21546 -0.02884 -2.47109
H 0.24937 -1.20542 -1.58166
```

Summary:
- Total charge: 0
- HOMO level: -0.3099 Eh



## x
Computed, not measured: 5 unconnected molecules or ions with the total composition C3H9N5, with ωB97M-V/def2-TZVPD.

```
17
C3H9N5 | the OMol25 dataset | ωB97M-V/def2-TZVPD
C -0.37354 -0.58038 -0.27413
C 1.75517 -1.17994 0.22837
C 1.78793 0.43481 0.37155
H -4.06590 0.29423 -0.41761
H -1.75049 0.74053 1.56907
H -1.84821 -1.79634 -0.65201
H 2.85104 -1.78125 -0.18593
H 1.66571 -2.00420 1.18349
H 2.36745 1.03679 -0.54508
H 2.25871 0.99102 1.17704
H 0.63494 1.86760 -1.76493
H -1.46862 1.93128 -0.35896
N -2.74487 -0.28303 0.71172
N -1.82083 -0.74844 -0.44235
N 0.46556 -1.43497 -0.57345
N 0.25817 0.58223 0.35589
N 0.02778 1.93004 -0.38268
```

Summary:
- Total charge: 0
- HOMO level: -0.3163 Eh



Which structure is most stable, and how do the rest compare? From most to least stable: w, x.



## w
Computed, not measured: C6H9NS in the gas phase, with ωB97M-V/def2-TZVPD.

```
17
C6H9NS | the OMol25 dataset | ωB97M-V/def2-TZVPD
N -0.38484 -0.49573 -2.73466
C 0.08525 -0.24220 -1.37026
C 0.89956 -1.32048 -0.70944
C 0.84858 -0.99023 0.63221
C -0.12937 0.20483 0.69942
S -0.23353 0.92210 2.17167
C -1.20461 -0.40882 -0.42367
C 0.45766 0.94240 -0.47426
H 0.27417 -0.28109 -3.40892
H -1.04909 0.17839 -3.06876
H 1.14427 -2.46416 -1.10781
H 1.19424 -1.34029 1.65837
H 1.14748 1.48575 2.14153
H -1.93068 0.32724 -0.52158
H -1.65335 -1.41565 -0.10560
H 0.12823 1.87286 -0.83262
H 1.43258 1.24055 -0.48284
```

Summary:
- Total charge: 0
- HOMO level: -0.3113 Eh
- Structure (SMILES): N[C@]12C=C[C@](S)(C1)C2



## x
Computed, not measured: C6H9NS in the gas phase, with ωB97M-V/def2-TZVPD.

```
17
C6H9NS | the OMol25 dataset | ωB97M-V/def2-TZVPD
C -1.80866 0.27488 -0.22103
C -0.38495 0.65573 0.02868
C -0.12572 1.63791 1.17858
S 0.54600 0.95835 -1.53422
C 0.76746 -0.31868 -0.32042
C 0.62903 -1.85442 -0.95645
C 2.01428 -0.33933 0.45092
N 2.97472 -0.39790 1.07770
H -1.86213 -0.57818 0.45149
H -2.01717 -0.01738 -1.19540
H -2.41589 1.10490 0.08104
H 0.88046 2.05231 1.06630
H 0.02466 1.05386 2.07059
H -0.98383 2.34061 1.00411
H -0.32104 -2.27594 -0.63239
H 1.37525 -2.43530 -0.52266
H 0.70752 -1.86140 -2.02684
```

Summary:
- Total charge: 0
- HOMO level: -0.3354 Eh
- Structure (SMILES): CC1(C)S[C@@]1(C)C#N



Which structure is most stable, and how do the rest compare? From most to least stable: x, w.



## w
Computed, not measured: C6H9NS in the gas phase, with ωB97M-V/def2-TZVPD.

```
17
C6H9NS | the OMol25 dataset | ωB97M-V/def2-TZVPD
C 0.30798 -1.07920 1.96976
C 0.35253 -0.32511 0.85407
C 1.55375 -0.06692 -0.09813
N 1.01135 0.36754 -1.49753
C -0.32105 -0.20949 -1.34444
C -1.76433 0.00865 -1.18492
C -0.72988 0.19304 -0.00073
S -0.59200 1.99589 0.16547
H -0.57856 -1.27514 2.50935
H 1.28772 -1.50470 2.32136
H 2.08701 0.78809 0.29552
H 2.16481 -1.04513 -0.11171
H 1.11566 1.41782 -1.61237
H -0.13626 -1.27808 -1.29869
H -2.35212 -0.93852 -1.29233
H -2.48713 0.90486 -1.28668
H -0.91947 2.04639 1.61200
```

Summary:
- Total charge: 0
- HOMO level: -0.3116 Eh
- Structure (SMILES): C=C1CN[C@@H]2C[C@@]12S



## x
Computed, not measured: C6H9NS in the gas phase, with ωB97M-V/def2-TZVPD.

```
17
C6H9NS | the OMol25 dataset | ωB97M-V/def2-TZVPD
C 1.64391 0.09489 -0.02761
C -1.44407 -0.53590 -0.35799
C 0.04681 1.89365 0.33462
C -0.69423 -1.37557 0.34232
C 3.08669 0.21254 -0.39524
C -2.89294 -0.29947 -0.08715
N 0.94946 1.07230 0.36419
S 1.04453 -1.58185 0.14887
H -1.00935 0.05275 -1.15217
H -0.21162 2.44620 1.22562
H -1.09171 -2.01461 1.11593
H 3.34409 -0.56790 -1.10734
H 3.71212 0.08647 0.48918
H 3.29847 1.18687 -0.83065
H -3.01948 0.68178 0.37079
H -3.30038 -1.05280 0.58175
H -3.46231 -0.29934 -1.01514
```

Summary:
- Total charge: 0
- HOMO level: -0.2715 Eh



## y
Computed, not measured: C6H9NS in the gas phase, with ωB97M-V/def2-TZVPD.

```
17
C6H9NS | the OMol25 dataset | ωB97M-V/def2-TZVPD
C -1.21527 -2.92356 0.60131
C -0.76722 -1.60741 0.76098
C -0.18106 -0.73255 -0.18900
C 0.15142 0.53585 0.09683
C 0.66677 1.73885 -0.75610
N 0.72065 1.72852 -2.17406
C 0.08581 0.67011 1.58515
S -0.77488 -0.75393 2.24566
H -1.67142 -3.48596 1.48425
H -0.98234 -3.53412 -0.36374
H -0.07279 -1.01899 -1.27679
H -0.10523 2.47545 -0.63699
H 1.63304 2.17132 -0.40953
H 1.78163 1.33961 -2.54565
H -0.05140 1.06689 -2.50474
H 1.16008 0.66514 2.12942
H -0.37779 1.66479 1.95299
```

Summary:
- Total charge: 0
- HOMO level: -0.2861 Eh
- Structure (SMILES): C=C1C=C(CN)CS1



Which structure is most stable, and how do the rest compare? From most to least stable: y, x, w.